DFT (ωB97M-V/def2-TZVPD) results for 12 unconnected molecules or ions with the total composition C2H30N3O11 in a non-equilibrium geometry.

Results
- Total charge: +1
- Energy relative to the best compared isomer or geometry (same formula, charge and spin): 0.00 kcal/mol
- Molecular weight: 272.27 g mol⁻¹
- HOMO energy: -12.7 eV
- Kohn-Sham gap: 10.1 eV
- DFT total energy: -29548.6945 eV

Last column: natural (NBO) charge in e.
CARTESIAN COORDINATES (ANGSTROEM)
1 C -1.30638 0.12866 2.11891  -0.4466
2 N -0.44287 0.83154 1.16683  -0.5589
3 C -0.55201 0.65579 -0.14460  0.6686
4 N 0.13083 1.45067 -0.99913  -0.7978
5 N -1.44729 -0.18073 -0.66043  -0.7910
6 H -2.22829 -0.10119 1.60342  0.2199
7 H -1.75315 0.69357 2.92450  0.2230
8 H -0.75737 -0.71097 2.55709  0.2600
9 H 0.47613 1.00891 1.54982  0.4229
10 H 0.69530 2.19333 -0.62418  0.4283
11 H 0.22218 1.13057 -1.95176  0.4343
12 H -1.50367 -0.29264 -1.66900  0.4348
13 H -2.15584 -0.60958 -0.09017  0.4439
14 H 1.87591 -3.58593 -2.03537  0.4932
15 H 1.28053 -2.12452 -2.04885  0.4844
16 O 1.31930 -2.95592 -1.57174  -0.9626
17 H 1.44642 -1.90558 2.25366  0.4951
18 H 1.33307 -2.20936 3.70985  0.4719
19 O 1.14251 -1.49268 3.09485  -0.9911
20 H -3.40528 -2.62002 0.64868  0.4816
21 H -3.37062 -2.48477 2.07364  0.4826
22 O -3.27905 -1.91579 1.29980  -0.9517
23 H 2.63871 0.26923 -3.21445  0.4887
24 H 2.46670 1.77944 -3.81348  0.4937
25 O 2.06966 1.00234 -3.42968  -0.9783
26 H -1.96630 -0.36905 -4.38005  0.4944
27 H -2.87630 -0.85867 -3.35189  0.4833
28 O -1.93771 -0.63922 -3.45054  -0.9567
29 H -0.61560 -3.68634 0.59570  0.4768
30 H -1.55064 -4.47437 1.32920  0.4697
31 O -1.50876 -3.58129 0.95200  -0.9462
32 H -2.02486 3.56489 2.05424  0.4809
33 H -2.73951 2.69476 2.92631  0.4771
34 O -2.32039 2.64162 2.05541  -0.9553
35 H 3.72854 2.80556 -1.54559  0.4857
36 H 2.48538 3.65073 -1.19523  0.4932
37 O 2.90149 2.79234 -1.05364  -0.9748
38 H 2.34877 0.90175 0.06574  0.4718
39 H 3.75756 0.87856 -0.22914  0.4799
40 O 3.10529 0.31785 0.20289  -0.9469
41 H 2.82326 -1.64497 0.56625  0.5030
42 H 1.99253 -2.89807 0.21921  0.4924
43 O 2.45017 -2.45065 0.95010  -0.9812
44 H -1.11348 3.34555 0.23414  0.4810
45 H -1.20383 4.87876 -0.00812  0.4849
46 O -0.63102 4.17591 0.31476  -0.9620

=====

DFT (ωB97M-V/def2-TZVPD) results for a single C6H14N2O molecule in a non-equilibrium geometry.

Results
- Energy relative to the best compared isomer or geometry (same formula, charge and spin): 130.76 kcal/mol
- Molecular weight: 130.19 g mol⁻¹
- HOMO energy: -9.1 eV
- Kohn-Sham gap: 9.7 eV
- DFT total energy: -11472.0997 eV
- SMILES: CN(CC(C)(C)C)N=O

Last column: natural (NBO) charge in e.
CARTESIAN COORDINATES (ANGSTROEM)
1 C -2.19126 1.51716 -0.02453  -0.4648
2 C -0.34369 -0.28700 -0.96428  -0.1988
3 C 0.91711 -0.33816 0.02907  -0.1432
4 C 1.13933 0.83283 0.94316  -0.6243
5 C 2.13346 -0.26058 -0.88277  -0.6034
6 C 0.66523 -1.53321 0.75377  -0.6126
7 H -3.11405 1.51376 -0.79493  0.2379
8 H -2.45455 1.79016 1.01814  0.2352
9 H -1.34138 2.22885 -0.45842  0.2215
10 H -0.35307 -1.38848 -1.44487  0.2425
11 H -0.30902 0.54366 -1.71668  0.2059
12 H 2.04508 0.80872 1.65987  0.2293
13 H 0.23171 1.03234 1.67631  0.2161
14 H 1.51571 1.75251 0.44195  0.2177
15 H 2.00075 -1.04313 -1.72910  0.2148
16 H 2.36994 0.82395 -1.27038  0.2201
17 H 2.96825 -0.51337 -0.15499  0.2159
18 H 0.22792 -2.40815 0.16832  0.2272
19 H -0.02048 -1.32047 1.66921  0.2321
20 H 1.68964 -1.83350 1.21611  0.2095
21 N -1.68294 0.06406 -0.23015  -0.2506
22 N -2.42027 -1.05532 -0.08215  0.2153
23 O -3.67343 -0.92665 0.17733  -0.4432

=====

DFT (ωB97M-V/def2-TZVPD) results for a molecular structure, C3H3AgLiO4 in a non-equilibrium geometry.

Results
- Spin multiplicity: 2
- Energy relative to the best compared isomer or geometry (same formula, charge and spin): 40.97 kcal/mol
- Molecular weight: 217.86 g mol⁻¹
- HOMO energy (spin up / spin down): -7.6 / -7.6 eV
- Kohn-Sham gap (spin up / spin down): 5.3 / 4.8 eV
- DFT total energy: -15551.7892 eV

Last column: natural (NBO) charge in e.
CARTESIAN COORDINATES (ANGSTROEM)
1 H 1.16048 -2.91802 -0.66097  0.1491
2 O 1.50238 -0.85820 -0.81395  -0.9917
3 O -0.66681 -0.86517 0.80389  -0.6450
4 C 0.67323 -1.92761 -0.86103  -0.1453
5 C -0.45444 -1.87161 0.12600  0.4254
6 H 0.16487 -2.09492 -1.84772  0.1564
7 H -1.09294 -2.77048 0.25232  0.1078
8 O -1.62005 3.43425 0.59820  -0.7153
9 C -1.06779 2.35532 0.79924  0.8176
10 O 0.16479 2.12274 0.74784  -0.7892
11 Ag 0.27392 5.01611 0.43085  0.7065
12 Li 0.96236 0.37759 0.42533  0.9236

=====

DFT (ωB97M-V/def2-TZVPD) results for a molecular structure, C22H48O13S in a non-equilibrium geometry.

Results
- Molecular weight: 552.68 g mol⁻¹
- HOMO energy: -9.8 eV
- Kohn-Sham gap: 10.1 eV
- DFT total energy: -61041.3661 eV

Last column: Mulliken charge in e.
CARTESIAN COORDINATES (ANGSTROEM)
1 C 2.84786 -1.23808 2.83202  -1.1353
2 C 3.18320 -0.82854 1.36202  -0.5405
3 C 2.57481 0.59203 1.05398  -0.3339
4 C 2.27731 0.63224 -0.46488  -0.9000
5 O 1.78749 1.88224 -0.96786  -0.3587
6 C 0.78626 2.43271 -0.18398  -0.4534
7 O 0.52531 3.69940 -0.85777  -0.5139
8 S -0.79283 4.26199 -0.02189  1.2199
9 O -0.24731 5.08866 1.00436  -0.5987
10 O -1.55147 4.94413 -0.99682  -0.5674
11 O -1.41664 2.82596 0.48886  -0.4020
12 C -0.63565 1.78204 -0.23137  1.7901
13 C -0.81930 0.52271 0.68436  -0.9882
14 O -1.93500 -0.26680 0.26985  -0.2726
15 C -1.51244 -1.49866 -0.31116  -0.6083
16 C -1.24697 -2.57665 0.83168  0.1364
17 C -2.42734 -2.44427 1.83843  -1.1848
18 C -1.37513 1.70252 -1.60218  -0.9834
19 C -2.86411 2.10892 -1.58183  0.4666
20 O -3.22520 2.88157 -2.37144  -0.4924
21 O -3.80149 1.54679 -0.70772  -0.2809
22 C -4.43828 2.46035 0.10618  0.7011
23 C -5.60330 1.89692 0.94810  -1.1530
24 O -4.14893 3.58878 0.23538  -0.4540
25 H 1.87763 -1.76342 2.84907  0.2315
26 H 2.72957 -0.30111 3.41108  0.3158
27 H 3.65470 -1.83756 3.28260  0.3616
28 H 2.71704 -1.52572 0.63562  0.1769
29 H 4.27171 -0.81317 1.18549  0.4623
30 H 3.23798 1.40150 1.40591  0.4636
31 H 1.66171 0.64806 1.68086  0.3858
32 H 3.24119 0.43884 -0.97628  0.5561
33 H 1.62813 -0.22691 -0.74240  0.2138
34 H 1.03561 2.79482 0.83567  0.5218
35 H -1.04767 0.83900 1.72018  0.2696
36 H 0.05446 -0.14727 0.65778  0.1222
37 H -0.66684 -1.38867 -1.01674  0.2299
38 H -2.36274 -1.89494 -0.90232  0.6098
39 H -1.28510 -3.58579 0.40204  0.2732
40 H -0.27156 -2.39039 1.32026  -0.1804
41 H -2.44746 -1.46723 2.35291  0.2138
42 H -2.43682 -3.23672 2.60732  0.4251
43 H -3.36432 -2.52473 1.25197  0.2723
44 H -0.87813 2.28100 -2.39666  0.5532
45 H -1.34578 0.64745 -1.95063  0.4136
46 H -6.56325 1.93263 0.40966  0.3043
47 H -5.69594 2.57072 1.81695  0.3561
48 H -5.39929 0.88681 1.33941  0.2995
49 C 2.11716 8.31087 3.26352  -0.9342
50 C 1.68152 7.09945 4.06703  -0.1963
51 O 0.30028 6.83108 3.86444  -0.4999
52 H 1.53302 9.18731 3.54862  0.2633
53 H 3.17608 8.52648 3.42176  0.3148
54 H 1.94928 8.14638 2.19628  0.2806
55 H 1.83073 7.27462 5.13276  0.2788
56 H 2.26020 6.21485 3.77747  0.2160
57 H 0.17124 6.66578 2.92206  0.3040
58 C -0.06280 -6.02040 -2.27666  -1.0149
59 C -0.26715 -4.55641 -2.61466  -0.3173
60 O 0.11284 -3.72549 -1.51504  -0.3010
61 H -0.64735 -6.29666 -1.39900  0.2466
62 H -0.35843 -6.65890 -3.10846  0.2938
63 H 0.98622 -6.21812 -2.03829  0.3759
64 H -1.31711 -4.35738 -2.83088  0.2684
65 H 0.32607 -4.27450 -3.49052  0.2937
66 H 1.04441 -3.90058 -1.33846  0.1727
67 C 5.67141 2.67756 -0.84984  -0.4354
68 C 5.33738 3.94143 -1.62152  -0.3016
69 O 4.21732 3.72991 -2.47137  -0.5426
70 H 5.88793 1.85727 -1.53704  0.2501
71 H 6.53609 2.83069 -0.20071  0.3899
72 H 4.82234 2.36637 -0.23456  -0.2270
73 H 6.17722 4.23800 -2.24966  0.3133
74 H 5.11108 4.76486 -0.93562  0.2520
75 H 3.47189 3.47689 -1.91239  0.2966
76 C -4.19189 -8.91329 -2.06873  -1.0794
77 C -3.05055 -8.57154 -3.00775  -0.1685
78 O -1.80096 -8.62501 -2.32376  -0.4793
79 H -4.21178 -8.22162 -1.22494  0.2844
80 H -5.15198 -8.86569 -2.58569  0.3227
81 H -4.06578 -9.91795 -1.65731  0.3274
82 H -3.16837 -7.56108 -3.39986  0.2772
83 H -3.02156 -9.26836 -3.85162  0.2731
84 H -1.69167 -9.52096 -1.98568  0.2582